No. 1
15
Properties=species:S:1:pos:R:3:forces:R:3 method="wB97M-V/def2-TZVPD" charge=0 e_above_lowest_kcal_mol=107.41 lumo_energy_ev=0.72 homo_lumo_gap_ev=9.1410 homo_ev=-8.42
C -0.6129 0.7938 -0.3903 -3.8 1.9 1.3
C -0.5887 -0.3078 0.8052 -0.4 0.9 -1.1
C -0.6302 -1.2747 -0.3922 -0.4 -3.5 1.3
C 0.2231 -0.2206 -0.9620 3.9 -0.2 -0.7
C 1.5212 -0.0697 -0.0156 -6.0 -1.6 2.9
C 0.8280 -0.1003 1.1943 4.7 0.2 0.5
H -0.3290 2.7614 0.6581 0.8 -3.6 -3.9
H -1.6081 0.6481 -1.0401 1.5 1.6 1.7
H -1.3491 -0.4690 1.4953 -1.1 0.4 1.7
H -0.1796 -2.3045 -0.3354 0.0 1.1 0.5
H -1.6844 -1.5386 -0.7260 1.2 1.3 -0.2
H 0.3799 -0.2151 -1.9481 1.0 0.2 -4.0
H 1.3001 0.1618 2.2360 -1.3 -0.8 -2.1
O -0.0179 2.1030 -0.2205 -1.9 1.8 2.6
F 2.7476 0.0322 -0.3586 1.6 0.4 -0.5



No. 2
79
Properties=species:S:1:pos:R:3:forces:R:3 method="wB97M-V/def2-TZVPD" charge=+2 e_above_lowest_kcal_mol=16.33 lumo_energy_ev="-6.82 / -6.83" homo_lumo_gap_ev="7.1576 / 7.1298" homo_ev="-13.98 / -13.96"
Mo 0.2195 -0.0542 1.0399 -0.6 -0.4 0.6
O -3.1514 1.8705 -0.0846 0.1 0.0 0.0
C -2.0692 1.5697 0.3346 -0.1 0.2 -0.1
N -1.3811 0.3980 0.0105 0.2 -0.2 0.1
C -1.5906 -0.1507 -1.3177 0.0 -0.1 -0.1
C -0.2266 -0.2745 -1.9464 0.1 0.0 -0.1
C -0.0308 -0.4988 -3.2964 0.0 0.0 0.0
C 1.2636 -0.5926 -3.7807 0.0 0.0 0.0
C 2.3278 -0.4540 -2.9021 0.0 0.0 0.1
C 2.0583 -0.2291 -1.5681 0.0 0.0 -0.1
N 0.8072 -0.1424 -1.0953 0.0 0.0 0.1
C -1.2117 2.5073 1.1350 0.0 0.1 0.0
C -1.6440 3.7559 1.5257 0.1 0.0 0.0
C -0.7248 4.6154 2.1146 0.0 0.0 0.0
C 0.5868 4.1974 2.2760 0.0 0.0 0.0
C 0.9449 2.9218 1.8712 0.0 0.0 0.1
N 0.0574 2.0954 1.3135 0.1 -0.2 0.0
H -2.2445 0.5055 -1.8936 0.0 0.0 0.0
H -2.0710 -1.1322 -1.2792 0.0 0.0 0.0
H -0.8829 -0.5870 -3.9565 0.0 0.0 0.0
H 1.4399 -0.7610 -4.8343 0.0 0.0 0.0
H 3.3517 -0.5120 -3.2413 0.0 0.0 0.0
H 2.8528 -0.1148 -0.8452 0.0 0.0 0.0
H -2.6703 4.0399 1.3384 0.0 0.0 0.0
H -1.0265 5.6060 2.4263 0.0 0.0 0.0
H 1.3363 4.8481 2.7029 0.0 0.0 0.0
H 1.9574 2.5553 1.9876 0.0 0.0 0.0
C 3.6040 -7.0855 0.9990 0.0 0.0 0.0
C 3.5387 -6.2023 -0.2572 0.0 0.0 0.0
C 2.5902 -6.8440 -1.2750 0.0 0.0 0.0
C 4.9370 -6.1080 -0.8830 0.0 0.0 0.0
C 3.0410 -4.8225 0.1705 0.0 -0.1 0.0
C 1.6863 -4.4970 0.1135 0.0 0.0 0.0
C 1.3078 -3.2515 0.5481 0.2 0.2 0.1
Br -0.5215 -2.7224 0.5766 -0.1 0.2 0.0
C 2.2070 -2.3066 1.0377 0.0 0.0 0.1
O 1.6634 -1.1086 1.4430 0.2 0.3 -0.5
C 3.5665 -2.6081 1.1469 -0.1 -0.1 0.0
C 3.9229 -3.8807 0.6918 0.0 0.1 0.0
C 4.6139 -1.7197 1.8319 0.0 0.0 0.0
C 6.0111 -1.9881 1.2537 0.0 0.0 0.0
C 4.6111 -2.0891 3.3237 0.0 0.0 0.0
C 4.3529 -0.2111 1.7009 0.0 0.0 0.0
H 3.9912 -8.0720 0.7410 0.0 0.0 0.0
H 2.6154 -7.2152 1.4426 0.0 0.0 0.0
H 4.2630 -6.6504 1.7522 0.0 0.0 0.0
H 3.0273 -7.7718 -1.6417 0.0 0.0 0.0
H 2.4196 -6.1936 -2.1354 0.0 0.0 0.0
H 1.6255 -7.1030 -0.8363 0.0 0.0 0.0
H 5.1957 -7.0640 -1.3368 0.0 0.0 0.0
H 5.7084 -5.8911 -0.1435 0.0 0.0 0.0
H 4.9802 -5.3446 -1.6619 0.0 0.0 0.0
H 0.9529 -5.1957 -0.2607 0.0 0.0 0.0
H 4.9625 -4.1591 0.7537 0.0 0.0 0.0
H 6.3697 -2.9920 1.4736 0.0 0.0 0.0
H 6.7231 -1.2967 1.7034 0.0 0.0 0.0
H 6.0348 -1.8427 0.1722 0.0 0.0 0.0
H 4.8339 -3.1467 3.4670 0.0 0.0 0.0
H 3.6398 -1.8814 3.7785 0.0 0.0 0.0
H 5.3675 -1.5072 3.8523 0.0 0.0 0.0
H 4.1532 0.0825 0.6700 0.0 0.0 0.0
H 5.2462 0.3263 2.0183 0.0 0.0 0.0
H 3.5309 0.1198 2.3334 0.0 0.0 0.0
N -0.6376 -0.0662 2.9848 0.0 0.1 -0.4
C -1.1672 -0.1370 4.0191 0.1 -0.1 0.0
N -1.7721 -0.2403 5.1514 0.1 0.0 0.0
C -1.4219 0.6354 6.2945 -0.1 0.0 0.0
C -0.5712 -0.1644 7.2694 0.0 0.0 0.0
O -1.2464 -1.3387 7.6623 0.0 0.0 0.0
C -1.5028 -2.1985 6.5736 0.0 0.0 0.0
C -2.4075 -1.5174 5.5582 0.0 0.0 0.0
H -2.3629 0.9261 6.7621 0.0 0.0 0.0
H -0.9167 1.5261 5.9258 0.0 0.0 0.0
H -0.3837 0.4158 8.1709 0.0 0.0 0.0
H 0.3936 -0.4178 6.8075 0.0 0.0 0.0
H -1.9898 -3.0858 6.9739 0.0 0.0 0.0
H -0.5597 -2.5005 6.0965 0.0 0.0 0.0
H -3.3638 -1.2581 6.0126 0.0 0.0 0.0
H -2.5847 -2.1285 4.6753 0.0 0.0 0.0



No. 3
17
Properties=species:S:1:pos:R:3:forces:R:3 method="wB97M-V/def2-TZVPD" charge=0 e_above_lowest_kcal_mol=201.51 lumo_energy_ev=0.39 homo_lumo_gap_ev=9.3758 homo_ev=-8.98 smiles="C=CC.OO.OO"
C -1.3955 -0.4413 0.7439 -0.3 -2.0 -1.6
C -0.7388 -0.9907 -0.3261 -2.4 -0.7 1.4
C -1.1728 -0.8010 -1.7452 0.4 0.6 0.1
H -1.3382 -0.9413 1.7024 0.5 0.2 0.2
H -2.3537 0.0354 0.5725 0.3 0.8 -0.1
H -0.1438 -1.8809 -0.1498 0.7 0.5 0.1
H -1.9413 -0.0352 -1.8319 0.0 0.0 0.0
H -1.5550 -1.7377 -2.1535 0.1 0.0 0.1
H -0.3208 -0.4970 -2.3539 0.0 -0.1 -0.3
O 1.8403 -0.1040 -0.0020 -2.3 0.1 0.0
O 2.8530 -0.0158 -0.9839 0.5 0.1 -1.0
H 0.9226 0.1614 -0.4336 3.2 -0.4 0.7
H 3.5945 -0.4839 -0.5565 -0.6 0.2 0.0
O 0.5991 1.3999 1.5223 -1.8 -2.8 -0.6
O 0.3044 2.6398 2.1115 -1.2 0.9 0.5
H -0.3152 0.7500 1.4476 2.9 3.0 0.7
H 1.1611 2.9424 2.4361 0.1 -0.4 -0.1



No. 4
88
Properties=species:S:1:pos:R:3:forces:R:3 method="wB97M-V/def2-TZVPD" charge=+4 multiplicity=5 lumo_energy_ev="-11.80 / -14.19" homo_lumo_gap_ev="6.7477 / 4.6450" s_squared=6.078 homo_ev="-18.54 / -18.83"
C 3.9269 5.4346 -0.8479 -0.2 0.0 -1.0
C 2.6861 4.9644 -1.3106 0.6 -0.1 -0.2
C 2.5696 4.4480 -2.6238 0.6 0.8 0.7
C 3.6949 4.5232 -3.4403 0.3 -0.5 -1.9
N 4.8356 5.0768 -3.0377 -3.1 -0.4 2.8
C 4.9777 5.4585 -1.7717 1.8 0.6 0.0
C 1.5838 4.9400 -0.4295 -1.2 0.2 1.4
C 0.6579 4.8700 0.3776 0.5 -0.1 -2.3
C -0.5564 4.1634 0.6371 0.3 0.2 1.4
C -0.7370 3.6423 1.9332 -0.1 -0.8 0.7
C -1.4181 2.4386 2.0765 -0.3 1.6 -0.4
C -1.8601 1.8874 0.8636 -0.4 -2.2 0.7
C -1.9266 2.4811 -0.3954 0.1 1.6 0.6
C -1.3389 3.7262 -0.4573 -0.2 -0.4 -0.9
Pt -1.9636 -0.0372 1.0766 1.3 -0.8 -1.9
P 0.0167 -0.2852 -0.1550 1.7 0.8 0.5
H 1.6195 4.0695 -2.9983 0.4 0.1 -0.1
H 4.0473 5.8192 0.1710 0.2 -0.2 -0.6
H 3.6661 4.1390 -4.4597 0.0 0.1 0.0
H 5.9598 5.8199 -1.4783 0.1 0.1 0.0
H -1.3735 4.3325 -1.3539 0.3 -0.1 -0.1
H -0.2626 4.0892 2.8035 0.1 0.1 -0.3
H -2.3707 1.9345 -1.2190 -0.2 0.4 0.0
H -1.5562 1.9057 3.0275 0.0 0.5 -0.4
C 0.8603 -1.8784 0.1652 -0.6 -0.6 0.4
C 2.1155 -2.2232 -0.6233 0.5 0.1 -0.3
H 0.0900 -2.6412 0.0041 0.2 0.0 0.0
H 1.0892 -1.8976 1.2401 -0.2 0.2 -0.2
H 2.5029 -3.2051 -0.3262 -0.4 0.1 0.0
H 1.9403 -2.2630 -1.6973 0.0 0.0 0.0
H 2.9394 -1.5315 -0.4447 -0.2 -0.1 0.0
C 0.1559 0.0796 -1.9672 -0.9 -0.2 -0.4
C 1.5175 0.5492 -2.5115 0.5 -0.1 0.0
H -0.5836 0.8619 -2.1779 0.0 -0.2 0.0
H -0.1549 -0.8220 -2.5195 0.0 0.3 0.2
H 1.5050 0.6620 -3.6050 -0.5 -0.1 0.3
H 1.8261 1.5212 -2.1131 -0.1 -0.2 0.1
H 2.3206 -0.1676 -2.3167 -0.2 0.2 0.0
C 1.1290 1.0121 0.5315 -0.2 0.6 0.5
C 2.6487 0.8128 0.5172 0.3 0.0 -0.1
H 0.8134 1.1770 1.5707 0.1 -0.2 -0.4
H 0.8832 1.9499 0.0038 -0.1 -0.3 0.0
H 3.1285 1.7774 0.7603 -0.2 -0.4 0.0
H 2.9784 0.0741 1.2606 -0.2 0.2 -0.3
H 3.0147 0.5202 -0.4714 0.0 0.1 0.4
Br -2.3658 -2.4147 0.9864 -0.9 -0.3 0.0
P -2.1930 -2.9961 -2.2649 -1.7 -0.3 -1.4
C -0.8831 -3.2350 -3.5001 0.7 0.4 0.8
C -1.0687 -4.5165 -4.2919 0.1 -0.4 -0.3
H 0.0454 -3.2431 -2.8949 -0.1 -0.1 -0.6
H -0.8653 -2.3402 -4.1423 0.0 -0.2 0.2
H -0.2263 -4.6280 -4.9788 -0.1 0.0 0.0
H -1.0697 -5.3952 -3.6414 0.0 0.1 -0.3
H -1.9917 -4.4860 -4.8827 0.2 -0.1 0.2
C -2.9836 -4.5755 -1.7717 0.6 -0.2 0.9
C -4.4745 -4.7532 -2.0487 -0.3 0.1 -0.2
H -2.7927 -4.6147 -0.6832 -0.1 -0.2 -0.4
H -2.4158 -5.3999 -2.2231 0.0 0.3 0.2
H -4.8642 -5.5787 -1.4414 0.2 0.2 -0.1
H -5.0579 -3.8597 -1.8076 0.0 -0.2 0.0
H -4.6383 -5.0223 -3.0962 -0.1 0.1 0.2
C -3.4353 -1.8664 -3.0408 0.2 0.6 1.0
C -3.8629 -2.2020 -4.4710 0.0 -0.3 -0.3
H -2.9523 -0.8698 -3.0106 -0.2 -0.3 -0.1
H -4.3007 -1.8068 -2.3573 0.3 -0.1 -0.3
H -4.5974 -1.4587 -4.8139 0.2 -0.2 0.2
H -3.0128 -2.1549 -5.1628 -0.2 -0.1 0.1
H -4.3334 -3.1926 -4.5328 0.2 0.3 0.0
C 1.9209 1.7497 4.2721 0.8 0.2 -0.3
N 0.9474 0.8517 4.8437 -0.7 -1.0 -0.5
C 0.1749 1.3790 5.9399 -0.3 0.4 0.7
C 0.6815 -0.3082 4.1632 1.9 1.3 -1.7
O 1.2556 -0.5824 3.0958 -0.9 0.3 1.2
N -0.2539 -1.1985 4.6660 0.4 -1.5 0.4
C -0.4744 -1.4415 6.0690 -0.5 -0.4 0.7
C -0.5155 -2.3130 3.7877 -1.1 -0.3 -0.4
H 2.4157 2.2949 5.0812 -0.1 -0.1 -0.1
H 1.4413 2.4840 3.6055 0.0 -0.2 0.2
H 2.6525 1.1836 3.6930 -0.1 0.1 0.2
H -0.8994 1.2703 5.7851 0.0 -0.1 0.0
H 0.4509 0.9277 6.8958 0.0 0.1 0.0
H 0.3978 2.4418 6.0026 -0.1 0.0 0.1
H -1.2634 -0.7973 6.4648 0.0 0.0 0.1
H -0.8018 -2.4777 6.1889 0.1 0.3 0.0
H 0.4430 -1.2966 6.6455 0.0 0.2 -0.1
H -1.0328 -1.9260 2.8813 0.6 -0.2 0.5
H 0.4077 -2.8173 3.4504 -0.2 0.3 0.3
H -1.2059 -3.0236 4.2721 0.5 0.4 -0.1



Let's list max |F| in order: 6.88; 0.94; 4.19; 4.19 eV/Å.